Below is 3 unconnected molecules or ions with the total composition C4H12N2O2 in a non-equilibrium geometry, with properties calculated with wB97M-V/def2-TZVPD.

```
20
Properties=species:S:1:pos:R:3:forces:R:3
C -0.55160 -0.84863 0.02600 -0.031 0.437 0.025
N 3.76504 0.80193 -0.39020 -0.355 -0.395 0.694
C 2.48078 0.05842 -0.46471 0.842 0.356 -0.383
O 1.99136 -0.29281 0.70491 -0.446 -0.004 0.260
C -1.75523 -0.69716 1.00432 -3.987 0.461 2.132
C -0.66053 0.37694 0.91801 1.522 -1.365 -2.636
O -2.18202 0.96259 -1.60545 0.107 -0.019 0.424
N -2.98454 -0.22127 0.56267 2.321 -1.294 -0.517
H -1.00423 -0.92608 -0.96265 0.363 1.022 -0.075
H 0.10686 -1.69046 0.20199 0.047 0.147 0.904
H 4.55520 0.19979 -0.60508 -0.103 0.024 -0.256
H 1.76941 0.67615 -1.08903 0.038 -0.477 0.135
H 2.70146 -0.87494 -1.03338 -0.287 0.113 -0.307
H 3.84338 0.94791 0.61721 0.205 0.428 -0.139
H -1.97439 -1.30214 1.87623 1.149 -0.352 0.093
H 0.09273 0.51372 1.68958 -0.220 -0.389 0.116
H -1.02563 1.18855 0.29906 -0.162 0.393 0.270
H -2.82284 0.19835 -0.38753 -0.780 1.366 -1.109
H -3.80605 -0.76622 0.76810 -0.130 0.004 0.167
H -2.53916 1.69536 -2.13007 -0.091 -0.455 0.201
```
Forces are in eV/Å.

The gap between HOMO and LUMO is 3.622 eV. The energy above the lowest of the compared OMol25 structures with the same formula, charge and spin comes out at 240.97 kcal/mol. The calculated total energy comes out at -11408.7674 eV. The charge is 0.